one) This record from the Open Molecules 2025 dataset describes C13H15N3O3 in the gas phase. The level of theory is wB97M-V/def2-TZVPD.

Calculated values
Highest occupied orbital energy in eV: -7.9
SMILES: NCC(=O)N[C@@H](Cc1c[nH]c2ccccc12)C(=O)O

Geometry as ORCA input:
```
! wB97M-V def2-TZVPD RIJCOSX def2/J DEFGRID3
* xyz 0 1
N -5.55812 -1.10787 -0.57294
C -4.38049 -1.42317 0.17089
C -3.24824 -0.44057 -0.27523
O -3.37586 0.39516 -1.12858
N -2.12169 -0.52145 0.44251
C -0.98521 0.33077 0.39873
C -0.21531 0.30687 -0.90570
C 1.24919 0.59767 -0.78694
C 1.81661 1.85663 -1.05313
N 3.19721 1.83276 -0.77859
C 3.52864 0.56225 -0.32346
C 4.74523 0.10390 0.24166
C 4.85782 -1.25556 0.60774
C 3.70298 -2.11290 0.42062
C 2.48686 -1.61248 0.03132
C 2.37601 -0.25768 -0.39007
C -1.26863 1.76049 0.78944
O -0.82472 2.77427 0.24762
O -2.04036 1.88954 1.82230
H -5.28317 -0.91688 -1.55340
H -5.73699 -0.17093 -0.29163
H -4.61438 -1.18700 1.23271
H -4.07386 -2.55704 0.03030
H -2.28370 -1.08452 1.25286
H -0.36283 -0.11632 1.16679
H -0.85847 1.01934 -1.50919
H -0.47821 -0.70374 -1.40091
H 1.14606 2.73753 -1.21087
H 3.67429 2.79014 -0.57796
H 5.59117 0.83748 0.11590
H 5.79445 -1.65007 1.00802
H 3.86857 -3.25308 0.65384
H 1.66028 -2.33203 0.05124
H -1.98513 2.90850 2.07412
*
```

=====

two) This record from the Open Molecules 2025 dataset describes C13H15N3O3 in the gas phase. The level of theory is wB97M-V/def2-TZVPD.

Calculated values
Highest occupied orbital energy in eV: -7.8
SMILES: CC[C@H](CO)Nc1ccc([N+](=O)[O-])c2cccnc12

Geometry as ORCA input:
```
! wB97M-V def2-TZVPD RIJCOSX def2/J DEFGRID3
* xyz 0 1
C 2.35911 -1.98279 -1.10035
C 1.08773 -2.57965 -0.50655
C 1.24179 -1.99222 0.85487
C 0.13913 -2.73563 1.82953
O -1.24038 -3.39886 1.00245
N 0.93185 -0.65054 1.01439
C -0.05221 0.04813 0.57178
C -1.36764 -0.51271 -0.14742
C -2.32405 0.29929 -0.64748
C -2.12875 1.79016 -0.72151
N -3.28776 2.45144 -1.13810
O -4.08030 1.81702 -1.88113
O -3.30322 3.57223 -0.97643
C -1.06343 2.17323 -0.32050
C -0.56562 3.52660 -0.54306
C 0.86720 4.18542 -0.14501
C 1.49469 3.13446 0.47947
N 1.34463 1.86907 0.46903
C 0.10694 1.42443 0.35494
H 3.27114 -2.04961 -0.65845
H 2.45667 -2.47669 -2.14774
H 2.36926 -0.93055 -1.29589
H 1.40924 -3.68646 -0.37417
H 0.38148 -2.53778 -1.11222
H 1.95444 -2.14796 1.48626
H 0.47719 -3.58455 2.42770
H -0.54472 -2.18968 2.45728
H -0.74367 -4.10753 0.63776
H 1.55683 -0.16828 0.86128
H -1.67136 -1.57079 0.26937
H -3.41180 -0.09017 -0.83084
H -1.38548 4.41141 -0.95993
H 1.02759 5.13090 -0.05812
H 2.69349 3.55867 0.84879
*
```

=====

Energies in eV, measured from the most stable structure: one) 0.000; two) 15.145.

=====

one) This record from the Open Molecules 2025 dataset describes a molecular structure, C2H3N2P. The level of theory is wB97M-V/def2-TZVPD.

Calculated values
Highest occupied orbital energy in eV: -8.6

Geometry as ORCA input:
```
! wB97M-V def2-TZVPD RIJCOSX def2/J DEFGRID3
* xyz 0 1
C 1.43235 0.28400 0.18382
C 1.29072 -1.09315 0.09249
N 0.94524 1.34221 -0.04181
N -1.17021 0.29635 0.13302
P -0.42629 -1.07553 0.11936
H 1.13499 2.26217 0.09670
H -2.14461 0.30034 -0.12057
H -1.06220 -2.31637 -0.46300
*
```

=====

two) This record from the Open Molecules 2025 dataset describes C2H3N2P in the gas phase. The level of theory is wB97M-V/def2-TZVPD.

Calculated values
Highest occupied orbital energy in eV: -8.9

Geometry as ORCA input:
```
! wB97M-V def2-TZVPD RIJCOSX def2/J DEFGRID3
* xyz 0 1
C -0.59067 -1.07093 0.57668
C -1.45445 -0.21174 1.16641
N 0.31713 -1.42100 -0.10895
N 0.78545 0.56255 -0.71992
P -0.37173 0.88200 0.31984
H 0.67159 -2.38189 -0.25256
H 1.28185 1.45937 -1.09002
H -0.63917 2.18165 0.10852
*
```

=====

Energies in eV, measured from the most stable structure: one) 0.000; two) 0.916.

=====

one) This record from the Open Molecules 2025 dataset describes 2 unconnected molecules or ions with the total composition C4H14N2O. The level of theory is wB97M-V/def2-TZVPD.

Calculated values
Highest occupied orbital energy (alpha / beta) in eV: 1.3 / -5.1
Expectation value of S²: 0.75

Geometry as ORCA input:
```
! wB97M-V def2-TZVPD RIJCOSX def2/J DEFGRID3
* xyz -1 2
N -0.68321 -1.87726 -1.50326
C -1.09289 -1.31590 -0.14616
C 0.13342 -0.84671 0.70619
N 0.46934 0.59557 0.58370
C 1.76328 0.74093 1.18013
C -0.51089 1.52383 1.34787
H 0.08315 -1.40875 -2.06612
H -1.39110 -2.26166 -1.95666
H -1.69606 -2.07127 0.49520
H -1.71689 -0.42520 -0.56670
H 0.91062 -1.40990 0.25069
H -0.08741 -1.10882 1.79414
H 1.79713 0.22516 2.14187
H 2.49337 0.45550 0.37826
H 2.01009 1.79377 1.46263
H -1.55934 1.25351 1.22479
H -0.27088 2.39576 0.86916
H -0.33049 1.68985 2.46098
H -0.78771 1.02628 -3.07142
H 0.48571 0.55368 -2.38121
O -0.01925 0.47165 -3.20409
*
```

=====

two) This record from the Open Molecules 2025 dataset describes 2 unconnected molecules or ions with the total composition C4H14N2O. The level of theory is wB97M-V/def2-TZVPD.

Calculated values
Highest occupied orbital energy (alpha / beta) in eV: 1.3 / -5.9
Expectation value of S²: 0.75

Geometry as ORCA input:
```
! wB97M-V def2-TZVPD RIJCOSX def2/J DEFGRID3
* xyz -1 2
N -0.20277 2.27032 -0.86409
C 0.30507 0.89291 -0.77876
C 0.23717 0.27999 0.61589
N -0.99978 -0.46542 1.01799
C -2.19537 0.17018 0.43366
C -1.19181 -0.31261 2.51498
H -1.11700 2.29971 -1.29406
H -0.19373 2.73031 0.02625
H 1.36372 0.90109 -1.04464
H -0.19703 0.17377 -1.43516
H 0.34563 1.06319 1.39104
H 0.99831 -0.50510 0.70708
H -3.14011 -0.04946 0.96985
H -2.17920 1.26144 0.48753
H -2.31953 -0.19906 -0.59048
H -0.47477 -1.01036 2.94523
H -2.18213 -0.74686 2.66886
H -1.06240 0.71676 2.85379
H 4.24295 -2.49689 -3.54606
H 5.08457 -3.82219 -3.21281
O 4.87821 -3.15173 -3.86611
*
```

=====

three) This record from the Open Molecules 2025 dataset describes 2 unconnected molecules or ions with the total composition C4H14N2O. The level of theory is wB97M-V/def2-TZVPD.

Calculated values
Highest occupied orbital energy (alpha / beta) in eV: 1.1 / -5.4
Expectation value of S²: 0.75

Geometry as ORCA input:
```
! wB97M-V def2-TZVPD RIJCOSX def2/J DEFGRID3
* xyz -1 2
C 0.30955 -1.42685 -1.20711
C 1.23220 -0.23445 -1.28408
C 0.92220 0.89771 -0.29367
C -1.06346 2.14272 0.49300
N -0.29557 1.62141 -0.67551
N -0.66095 -1.56347 -0.09795
H -0.18552 -1.74237 -2.13059
H 0.97434 -2.27040 -0.92480
H 1.03017 0.26154 -2.24790
H 2.25878 -0.55076 -1.04649
H 0.93713 0.59245 0.76382
H 1.79834 1.58304 -0.26559
H -0.74311 3.14222 0.78676
H -1.09223 1.31815 1.20737
H -2.03228 2.37187 0.03261
H -0.88078 0.88858 -1.06844
H -1.02774 -2.45648 0.21131
H -1.43990 -0.93865 -0.30134
H 0.30850 -1.28008 3.40766
H 0.00116 -1.31452 1.88452
O -0.35084 -1.04165 2.75642
*
```

=====

Energies in eV, measured from the most stable structure: one) 1.081; two) 0.146; three) 0.000.

=====

one) This record from the Open Molecules 2025 dataset describes a gas-phase ion, C5H10BrN2 (charge +1). The level of theory is wB97M-V/def2-TZVPD.

Calculated values
Highest occupied orbital energy in eV: -12.2
SMILES: C/[NH+]=C/CN/C=C/Br

Geometry as ORCA input:
```
! wB97M-V def2-TZVPD RIJCOSX def2/J DEFGRID3
* xyz 1 1
C 0.56008 0.38908 2.65590
N 0.54279 0.33579 1.14811
C 1.09818 -0.59059 0.44208
C 0.92997 -0.66783 -1.03407
N 0.37664 0.48527 -1.61266
C -1.03562 0.51438 -1.91618
C -1.91032 -0.04506 -1.07308
Br -3.79193 -0.05476 -1.24578
H -0.52958 0.41210 2.88661
H 1.00347 -0.53616 2.91889
H 0.94643 1.32891 3.10147
H -0.17367 0.89139 0.72146
H 1.55424 -1.47629 0.88369
H 2.04259 -0.78066 -1.40208
H 0.39449 -1.70034 -1.31839
H 0.88457 0.84518 -2.35929
H -1.30090 1.16196 -2.72233
H -1.59144 -0.51239 -0.07434
*
```

=====

two) This record from the Open Molecules 2025 dataset describes a gas-phase ion, C5H10BrN2 (charge +1). The level of theory is wB97M-V/def2-TZVPD.

Calculated values
Highest occupied orbital energy in eV: -14.2
SMILES: [H]/N=C(\C)C/[N+](C)=C/Br

Geometry as ORCA input:
```
! wB97M-V def2-TZVPD RIJCOSX def2/J DEFGRID3
* xyz 1 1
H -0.17235 1.81543 -2.44861
N -0.65855 1.25197 -1.67129
C -0.01451 1.26720 -0.53636
C 1.32832 1.79481 -0.22299
C -0.60440 0.55042 0.71829
N -0.63836 -1.02233 0.46688
C 0.36849 -1.88974 1.02041
C -1.38984 -1.44109 -0.48346
Br -0.86083 -2.91705 -1.59134
H 0.93991 2.51299 0.61888
H 1.95559 0.93103 -0.34080
H 1.68496 2.53542 -0.89478
H -0.20253 0.64428 1.68154
H -1.58470 0.93503 0.68450
H -0.00503 -2.87356 1.30378
H 1.34032 -1.94909 0.45326
H 0.70054 -1.32712 1.99256
H -2.18703 -0.81860 -0.75048
*
```

=====

Energies in eV, measured from the most stable structure: one) 0.000; two) 1.120.

=====

one) This record from the Open Molecules 2025 dataset describes 2 unconnected molecules or ions with the total composition C3H12N2O2. The level of theory is wB97M-V/def2-TZVPD.

Calculated values
Highest occupied orbital energy in eV: -9.0
SMILES: NC[C@@H](N)CO.O

Geometry as ORCA input:
```
! wB97M-V def2-TZVPD RIJCOSX def2/J DEFGRID3
* xyz 0 1
N 0.21859 -1.59002 1.18209
C -0.83778 -0.57860 1.15207
C -0.86125 0.36539 -0.08574
N -1.83686 1.44026 0.00321
C 0.55463 0.95818 -0.14200
O 0.89077 1.71601 -1.31138
H 0.24956 -2.21356 1.97609
H 1.11640 -1.13090 1.17275
H -0.78673 0.14225 1.98600
H -1.83209 -1.08628 1.24414
H -1.06319 -0.11333 -1.03317
H -1.61940 2.05035 0.77789
H -1.96396 1.89683 -0.88352
H 0.65222 1.69808 0.64666
H 1.39554 0.27025 -0.02207
H 1.39741 1.17502 -1.92104
O 1.44510 -1.36930 -1.87097
H 1.62186 -1.31495 -0.92620
H 1.25918 -2.31568 -1.94481
*
```

=====

two) This record from the Open Molecules 2025 dataset describes 2 unconnected molecules or ions with the total composition C3H12N2O2. The level of theory is wB97M-V/def2-TZVPD.

Calculated values
Highest occupied orbital energy in eV: -9.4
SMILES: NCCNCO.O

Geometry as ORCA input:
```
! wB97M-V def2-TZVPD RIJCOSX def2/J DEFGRID3
* xyz 0 1
N -0.69703 -0.67530 -2.30458
C -0.19692 -1.50268 -1.20810
C -0.64234 -0.93389 0.13341
N -0.14097 0.41107 0.30695
C -0.56406 1.03539 1.55510
O -0.02784 2.31705 1.68627
H -0.21909 -0.89384 -3.17592
H -1.66724 -0.86447 -2.44177
H -0.51753 -2.54642 -1.25234
H 0.89505 -1.50864 -1.22946
H -0.25283 -1.57726 0.92633
H -1.74176 -1.00370 0.20187
H -0.47108 0.98070 -0.46002
H -0.24432 0.40260 2.39007
H -1.65600 1.11711 1.58517
H 0.93480 2.22799 1.60469
O 2.42760 1.11904 0.92862
H 3.13348 1.13544 0.28493
H 1.64808 0.75981 0.46877
*
```

=====

Energies in eV, measured from the most stable structure: one) 0.680; two) 0.000.

=====

one) This record from the Open Molecules 2025 dataset describes 2 unconnected molecules or ions with the total composition C3H12N2O2. The level of theory is wB97M-V/def2-TZVPD.

Calculated values
Highest occupied orbital energy in eV: -8.8
SMILES: CNNO.COC

Geometry as ORCA input:
```
! wB97M-V def2-TZVPD RIJCOSX def2/J DEFGRID3
* xyz 0 1
C 1.15874 2.72806 0.22077
N 0.59757 1.43523 -0.09656
N -0.75538 1.52862 -0.48364
O -0.89501 0.96097 -1.80220
H 0.70205 3.20877 1.08589
H 2.22347 2.60466 0.40274
H 1.00666 3.40371 -0.64477
H 0.75269 0.75112 0.63677
H -1.32662 0.89828 0.06935
H -0.57679 1.64015 -2.41275
C 0.58310 -1.83959 -0.34578
O -0.21043 -1.40949 0.73673
C -1.21053 -2.34131 1.05942
H 1.32803 -1.07054 -0.52837
H 1.07778 -2.79057 -0.11167
H -0.02004 -1.97710 -1.24723
H -0.77483 -3.30867 1.33972
H -1.89785 -2.48912 0.21638
H -1.76261 -1.93318 1.90520
*
```

=====

two) This record from the Open Molecules 2025 dataset describes 3 unconnected molecules or ions with the total composition C3H12N2O2. The level of theory is wB97M-V/def2-TZVPD.

Calculated values
Highest occupied orbital energy in eV: -9.0
SMILES: CC/N=C\N.O.O

Geometry as ORCA input:
```
! wB97M-V def2-TZVPD RIJCOSX def2/J DEFGRID3
* xyz 0 1
C 1.49688 0.61479 -1.71953
C 0.36413 0.41092 -0.71085
N 0.91374 -0.09907 0.55784
C 0.26432 0.03170 1.62361
N -1.08376 0.32927 1.72688
H 1.89171 1.62180 -1.62056
H 2.31471 -0.06989 -1.51693
H 1.04399 0.52590 -2.68784
H -0.01715 1.38991 -0.39665
H -0.40261 -0.29168 -1.05179
H 0.74764 0.11934 2.60421
H -1.66136 -0.06988 0.99994
H -1.51329 0.11949 2.61915
O -3.45687 1.16524 -0.27654
H -2.70372 1.08417 -0.86882
H -4.26848 1.02356 -0.77238
O 1.73309 -2.84850 0.32147
H 1.66258 -1.99150 0.77788
H 2.67445 -3.06557 0.39090
*
```

=====

Energies in eV, measured from the most stable structure: one) 2.754; two) 0.000.